{"formula": "C11H15O8PSr", "method": "ωB97M-V/def2-TZVPD", "homo_ev": [-15.11, -15.11], "charge": 2, "orbital_gap_ev": [5.85, 5.85], "energy_ha": -1401.3051, "elements": ["O", "C", "Sr", "O", "C", "C", "O", "C", "O", "C", "O", "C", "C", "O", "P", "O", "C", "C", "O", "C", "C", "H", "H", "H", "H", "H", "H", "H", "H", "H", "H", "H", "H", "H", "H", "H"], "xyz": [[-3.206101, 0.124091, -0.646888], [-2.091698, 0.079550, -0.423101], [0.485896, -0.014289, 0.104429], [-0.671658, -0.302224, 3.232005], [-0.437680, -0.205997, 2.116967], [0.422952, 0.213541, -2.120971], [0.656812, 0.302919, -3.232032], [0.030822, 2.166185, 0.204698], [0.062042, 3.293068, 0.328652], [-0.051186, -2.168037, -0.206745], [-0.060549, -3.296794, -0.329613], [3.448456, 1.585592, 4.217456], [3.001580, 1.678462, 2.816394], [2.683341, 0.317852, 2.392961], [3.064824, 0.000434, 0.679980], [3.555755, -1.431478, 1.041494], [4.980960, -1.498877, 1.791168], [5.988547, -1.272032, 0.714767], [3.365384, 0.121950, -1.039146], [3.325524, -1.242634, -1.701489], [3.675095, -1.086809, -3.113339], [2.687262, 1.164308, 4.832643], [3.639887, 2.594831, 4.519040], [4.358043, 1.018451, 4.314597], [2.101514, 2.195796, 2.639414], [3.805776, 2.044380, 2.161435], [4.959543, -0.677307, 2.502042], [5.040954, -2.387823, 2.264363], [5.883495, -0.338259, 0.175964], [6.938344, -1.264067, 1.209848], [5.989837, -2.094143, 0.009801], [4.051377, -1.825706, -1.147553], [2.322676, -1.628565, -1.514416], [4.668783, -0.694735, -3.220303], [3.652309, -2.082355, -3.517986], [2.975735, -0.480496, -3.635327]], "forces_ev_per_angstrom": [[2.7908, -0.1198, 0.5558], [-3.8794, 0.1843, -0.7632], [4.0491, -0.3364, 0.4662], [0.7358, 0.3027, -3.5016], [-3.0505, -0.7521, 8.4402], [0.3884, 0.7970, -8.1051], [-0.7054, -0.2007, 2.9643], [-1.1020, 7.7100, 0.4971], [-0.0573, -2.5108, -0.2769], [-1.3626, -7.6295, -1.0177], [0.0083, 2.6544, 0.2979], [0.1650, 0.8066, 0.0598], [0.6202, -1.5832, -1.0228], [1.0278, -0.5318, -1.4402], [0.9122, 1.0943, 1.1332], [1.2668, -0.3706, 0.0012], [-1.0513, 3.6039, -2.1398], [-0.1040, -0.5482, -0.0106], [-0.5659, -1.8494, 1.2718], [1.0828, 1.6690, 1.2915], [0.0480, -0.6660, -0.2411], [-0.5245, -0.3220, 0.5414], [0.2566, 0.5991, 0.6673], [0.3277, -0.2539, -0.0009], [-0.9376, 1.4082, 0.2329], [-0.2790, 0.3399, 0.2416], [-0.2155, -0.1250, 0.1358], [-0.2649, -2.9995, 1.2714], [-0.1275, 0.2393, 0.0385], [0.8122, 0.0097, 0.1958], [0.0973, -0.1412, -0.1655], [-0.1929, -0.4105, -0.2051], [-0.2352, -0.3952, -0.1473], [0.4277, 0.2433, -0.0686], [0.0783, -0.4645, -0.6244], [-0.4393, 0.5485, -0.5727]], "mulliken_charge": [-0.047, 0.207, 2.876, 0.068, -0.457, -0.366, 0.064, -0.374, 0.063, -0.291, 0.058, -1.306, -0.251, -0.507, 0.656, -0.313, 0.066, -1.153, -0.470, 0.201, -1.585, 0.328, 0.415, 0.319, 0.280, 0.397, 0.014, 0.406, 0.349, 0.452, 0.323, 0.321, 0.151, 0.379, 0.415, 0.315]}

---

{"formula": "C5H9NO2", "method": "ωB97M-V/def2-TZVPD", "e_above_lowest_kj_mol": 505.0, "homo_ev": -9.09, "charge": 0, "orbital_gap_ev": 6.59, "energy_ha": -400.9844, "elements": ["O", "C", "N", "C", "C", "C", "O", "C", "H", "H", "H", "H", "H", "H", "H", "H", "H"], "xyz": [[-2.205381, 1.562060, -1.398960], [-1.198265, 1.141587, -0.869155], [-1.247164, 0.361473, 0.233978], [-0.295142, 0.304867, 1.323835], [0.903395, -0.379444, 0.881175], [0.849592, -1.823015, 0.626381], [-0.490739, -2.253279, 0.181134], [0.167088, 1.406412, -1.544010], [-1.038767, -1.447917, 0.073575], [-0.771638, -0.204240, 2.161373], [-0.047689, 1.307511, 1.688732], [0.920794, -2.429572, 1.537465], [1.733251, 0.160740, 0.434830], [1.378627, -2.228841, -0.233131], [0.496142, 2.365557, -1.133286], [-0.009503, 1.565219, -2.604157], [0.855398, 0.590884, -1.359779]], "forces_ev_per_angstrom": [[-0.3580, 0.0568, 0.2426], [1.2820, -0.0114, -1.0776], [0.4385, -1.4450, -0.1818], [0.1103, 1.8721, 2.5068], [-0.9125, -0.3488, -1.8209], [-2.7194, -1.5087, -1.3441], [0.2364, 0.4455, 0.7350], [-0.8944, 0.4761, 0.3173], [-0.1111, -0.1206, -0.1497], [-0.0498, -0.1898, -0.0625], [0.0223, 0.0069, 0.0299], [0.9054, 0.2749, 0.1427], [0.0197, 0.1245, 0.3198], [1.3538, 0.4322, 0.5811], [0.4339, -0.1582, 0.0145], [0.0603, -0.0986, -0.0356], [0.1827, 0.1921, -0.2174]], "nbo_charge": [-0.577, 0.634, -0.483, -0.352, 0.164, -0.213, -0.723, -0.715, 0.497, 0.218, 0.202, 0.249, 0.209, 0.224, 0.228, 0.245, 0.193]}

---

{"formula": "C4H8N2O2", "method": "ωB97M-V/def2-TZVPD", "e_above_lowest_kj_mol": 1030.9, "homo_ev": -8.74, "charge": 0, "orbital_gap_ev": 8.86, "energy_ha": -416.8633, "elements": ["C", "C", "C", "C", "H", "H", "H", "H", "H", "H", "H", "H", "N", "N", "O", "O"], "xyz": [[3.405863, 0.451459, 0.312939], [1.043780, -0.168146, 0.165994], [-0.045541, -0.623077, -0.633030], [-1.369341, -0.616093, 0.077422], [3.018042, 0.705672, 1.672928], [3.573017, 1.671670, -0.530396], [4.306149, -0.498081, -0.148090], [0.886504, 0.202188, 1.403804], [-0.096682, -1.294945, -1.614602], [-2.950934, 0.483475, 0.744667], [-1.482472, 1.870910, -1.204056], [-1.359225, 2.964093, 0.115580], [-1.902014, 0.635483, 0.394458], [-1.755845, 1.800244, -0.311959], [2.290169, -0.497264, -0.286637], [-2.102412, -1.680227, 0.216977]], "forces_ev_per_angstrom": [[-0.1444, -1.5455, -2.1288], [-2.4822, -1.9617, -0.5235], [1.1761, -0.2209, 1.9094], [-2.5110, -2.4666, -1.0723], [1.7658, -0.8649, -4.5253], [-0.7411, -3.8716, 2.9362], [-2.0223, 3.7259, 2.4346], [0.5122, -0.8503, -4.0696], [0.8924, 1.8000, 2.3123], [3.0136, 0.4268, -1.0120], [1.1520, -1.0718, -3.9146], [-1.2324, -5.3060, -0.5873], [-2.9592, -1.0133, 1.4386], [-0.1341, 5.5078, 4.5664], [0.6913, 3.4626, 2.3612], [3.0232, 4.2495, -0.1254]], "nbo_charge": [-0.369, 0.175, -0.414, 0.617, 0.242, 0.224, 0.265, 0.207, 0.270, 0.386, 0.360, 0.333, -0.457, -0.657, -0.559, -0.625]}

---

{"formula": "C3H8N3S", "method": "ωB97M-V/def2-TZVPD", "e_above_lowest_kj_mol": 443.6, "homo_ev": [-12.69, -12.69], "charge": 1, "orbital_gap_ev": [7.78, 7.78], "energy_ha": -681.1453, "elements": ["C", "C", "C", "N", "N", "N", "S", "H", "H", "H", "H", "H", "H", "H", "H"], "xyz": [[1.047877, 0.481364, 0.438777], [-0.196432, 0.807422, 2.517432], [-1.219556, 1.091835, -2.255371], [0.330626, 0.810488, 1.474786], [0.552159, 0.773515, -0.776621], [-0.640661, 1.088791, -0.942190], [0.474283, -2.764792, 1.407608], [2.102162, 0.453301, 0.403418], [-0.687556, 0.944614, 3.418930], [-0.454319, 1.365524, -3.002633], [-1.389438, 0.025305, -2.491466], [-2.182282, 1.630665, -2.253769], [1.235896, 0.525614, -1.453918], [-0.456156, -3.801169, 1.486262], [1.483397, -3.432477, 2.028756]], "forces_ev_per_angstrom": [[1.1262, 0.7307, -1.3123], [1.4365, 0.1507, -3.4779], [0.8464, -0.9649, -0.6149], [-1.4349, -0.6353, 3.9718], [-1.9222, -0.3810, 0.8269], [-0.4814, 0.4082, 0.3382], [-0.4969, -1.0021, 0.2038], [0.9512, -0.2692, 0.9428], [-0.6916, 0.2450, 1.3556], [-0.6338, 0.5668, -0.0286], [-0.4479, 0.2742, 0.0719], [0.8324, -0.0927, -0.1592], [0.4388, -0.0393, -1.9214], [1.0044, 0.8902, 0.0373], [-0.5272, 0.1189, -0.2340]], "nbo_charge": [-0.055, 0.375, -0.477, -0.207, -0.137, -0.123, -0.359, 0.235, 0.277, 0.212, 0.239, 0.257, 0.401, 0.186, 0.174]}